Entry 1:
The following is a quantum chemistry calculation of a structure of composition C29H20AgCl4N5O4, from the OMol25 dataset.

The geometry in XYZ format:
```
63
Properties=species:S:1:pos:R:3
Ag 0.277 -0.467 -0.637
C -2.041 0.845 -2.077
N -1.406 1.549 -0.993
C -2.034 1.670 0.295
C -1.038 2.301 1.220
N 0.031 2.922 0.809
C 0.636 3.402 1.956
C 1.827 4.098 2.122
C 2.180 4.484 3.405
C 1.374 4.179 4.506
C 0.193 3.469 4.362
C -0.153 3.080 3.077
N -1.252 2.423 2.566
C -0.962 0.277 -2.952
N 0.310 0.577 -2.797
C 0.975 -0.150 -3.771
C 2.329 -0.219 -4.075
C 2.715 -1.068 -5.099
C 1.783 -1.845 -5.796
C 0.428 -1.773 -5.516
C 0.040 -0.900 -4.510
N -1.197 -0.558 -4.003
H -2.714 1.473 -2.684
H -2.618 0.007 -1.681
H -0.972 2.415 -1.278
H -2.301 0.672 0.650
H -2.939 2.306 0.301
H 2.462 4.308 1.271
H 3.112 5.012 3.567
H 1.687 4.503 5.492
H -0.417 3.212 5.219
H -1.788 1.757 3.095
H 3.048 0.360 -3.510
H 3.764 -1.151 -5.359
H 2.134 -2.520 -6.568
H -0.292 -2.391 -6.035
H -1.988 -1.221 -3.998
Cl 1.011 -1.767 6.392
C 1.332 -1.547 4.696
C 2.582 -1.815 4.185
Cl 3.853 -2.372 5.234
C 2.808 -1.665 2.805
Cl 4.394 -2.003 2.161
C 1.826 -1.264 1.890
O 2.056 -1.188 0.632
C 0.497 -0.944 2.435
O -0.437 -0.549 1.648
C 0.322 -1.108 3.820
Cl -1.270 -0.815 4.490
O -2.491 -2.972 -3.302
C -1.641 -2.970 -2.363
O -1.532 -2.109 -1.464
C -0.630 -4.107 -2.376
C 0.642 -3.916 -1.847
C 1.597 -4.918 -1.946
C 1.278 -6.128 -2.547
C -0.001 -6.335 -3.050
C -0.947 -5.323 -2.972
H 0.881 -2.982 -1.351
H 2.589 -4.757 -1.543
H 2.022 -6.913 -2.619
H -0.258 -7.285 -3.505
H -1.941 -5.454 -3.380
```

Calculated values
- Spin multiplicity: 1
- Net charge: -2
- DFT total energy: -3679.76662 Ha
- LUMO: 4.5817 eV
- Max |F|: 0.8 eV Å⁻¹
- Energy above the lowest of the compared OMol25 structures with the same formula, charge and spin: 31.1 kcal per mole

***

Entry 2:
The following is a quantum chemistry calculation of a structure of composition C39H53F3MnO4Sb3, from the OMol25 dataset.

The geometry in XYZ format:
```
103
Properties=species:S:1:pos:R:3
Mn 0.561 0.383 -0.078
C -1.866 -1.378 -0.951
O -1.346 -0.657 0.170
C -2.326 0.051 0.932
C -2.480 1.455 0.381
O -1.164 1.995 0.224
C -0.770 3.027 1.128
C 0.609 3.445 0.653
O 1.470 2.305 0.670
C 2.380 2.265 1.770
H -2.609 -2.099 -0.604
H -1.028 -1.914 -1.393
H -2.297 -0.695 -1.687
H -1.942 0.095 1.950
H -3.268 -0.506 0.945
H -3.081 2.071 1.054
H -2.945 1.462 -0.607
H -0.748 2.640 2.155
H -1.473 3.864 1.079
H 1.030 4.256 1.250
H 0.543 3.769 -0.389
H 3.072 3.109 1.704
H 2.922 1.325 1.687
H 1.843 2.296 2.723
C -3.936 3.365 -2.744
Sb -2.800 1.736 -3.552
C -4.376 0.955 -4.764
C -1.866 2.857 -5.142
C -1.129 1.919 -6.037
C -1.786 1.367 -7.136
C -1.169 0.448 -7.964
C 0.142 0.068 -7.708
C 0.808 0.620 -6.630
C 0.194 1.540 -5.781
C 0.999 2.123 -4.668
Sb 1.219 0.964 -2.842
C 0.956 -0.989 -3.657
C 3.338 1.135 -2.835
H -4.422 3.900 -3.558
H -3.290 4.053 -2.203
H -4.699 2.993 -2.064
H -4.860 1.766 -5.305
H -5.111 0.458 -4.134
H -3.976 0.234 -5.473
H -1.223 3.613 -4.699
H -2.671 3.365 -5.673
H -2.802 1.677 -7.345
H -1.702 0.042 -8.811
H 0.646 -0.638 -8.352
H 1.841 0.347 -6.446
H 0.685 3.124 -4.389
H 2.040 2.191 -4.988
H 1.737 -1.220 -4.380
H -0.009 -1.027 -4.162
H 0.991 -1.719 -2.851
H 3.769 0.416 -3.531
H 3.727 0.961 -1.839
H 3.600 2.143 -3.157
F 4.541 -2.173 7.759
C 3.681 -1.889 6.769
C 4.015 -0.907 5.858
C 3.116 -0.631 4.838
C 1.911 -1.317 4.732
C 1.610 -2.296 5.675
C 2.493 -2.592 6.700
Sb 0.584 -0.795 3.162
C -0.989 -0.005 4.384
C -0.702 1.209 5.009
C -1.639 1.867 5.789
C -2.887 1.291 5.934
F -3.807 1.919 6.682
C -3.219 0.094 5.331
C -2.260 -0.547 4.559
C -0.199 -2.707 2.640
C 0.107 -3.166 1.360
C -0.320 -4.409 0.918
C -1.069 -5.190 1.778
F -1.501 -6.389 1.357
C -1.387 -4.777 3.057
C -0.941 -3.535 3.480
H 4.954 -0.384 5.950
H 3.376 0.136 4.117
H 0.682 -2.849 5.623
H 2.276 -3.350 7.437
H 0.282 1.658 4.907
H -1.419 2.800 6.286
H -4.206 -0.321 5.472
H -2.534 -1.476 4.074
H 0.696 -2.549 0.686
H -0.078 -4.778 -0.069
H -1.964 -5.424 3.701
H -1.183 -3.230 4.491
C 3.678 -1.834 1.226
C 3.352 -1.288 -0.160
C 3.362 -2.389 -1.210
O 2.120 -0.633 -0.146
H 4.664 -2.299 1.245
H 2.950 -2.587 1.533
H 3.674 -1.030 1.964
H 4.139 -0.562 -0.420
H 2.580 -3.121 -0.998
H 4.318 -2.912 -1.220
H 3.189 -1.982 -2.206
```

Calculated values
- Spin multiplicity: 6
- Net charge: +1
- DFT total energy: -3989.91380 Ha
- LUMO (spin up / spin down): -1.8843 / -1.9678 eV
- <S²>: 8.756
- Max |F|: 0.5 eV Å⁻¹
- Energy above the lowest of the compared OMol25 structures with the same formula, charge and spin: 0.0 kcal per mole

***

Entry 3:
The following is a quantum chemistry calculation of a structure of composition C32H43B2F4I2N6O5SScSi2Te, from the OMol25 dataset.

The geometry in XYZ format:
```
99
Properties=species:S:1:pos:R:3
Sc -1.952 1.287 -1.244
C 1.446 -0.438 -3.762
C 0.713 0.404 -2.783
N 0.124 0.009 -1.708
O 0.181 -1.397 -1.460
B -1.836 -2.098 -1.533
F -1.577 -3.336 -1.898
F -2.133 -1.161 -2.455
O -2.201 -1.888 -0.209
N -2.195 -0.526 0.123
C -2.579 -0.247 1.311
C -3.165 -1.185 2.294
C -2.251 1.211 1.711
N -2.429 2.074 0.531
O -1.202 2.671 0.046
B -1.410 3.849 -0.912
F -2.605 3.491 -1.600
F -1.351 5.058 -0.354
O -0.301 3.687 -1.944
N -0.308 2.395 -2.278
C 0.682 1.890 -2.909
C 1.812 2.654 -3.511
C -3.202 1.750 2.761
H 1.388 -1.493 -3.523
H 2.491 -0.123 -3.813
H 1.024 -0.265 -4.755
H -3.171 -2.209 1.936
H -4.190 -0.867 2.500
H -2.618 -1.111 3.237
H 1.725 3.703 -3.241
H 1.790 2.572 -4.600
H 2.776 2.271 -3.173
H -3.323 1.094 3.616
H -4.170 1.909 2.283
H -2.847 2.725 3.091
I -1.136 0.885 5.487
C -0.246 2.193 4.131
C 0.439 3.296 4.695
C 1.252 4.078 3.934
I 2.131 5.748 4.816
C 1.542 3.699 2.592
C 2.483 4.365 1.777
C 2.800 3.849 0.555
C 2.205 2.635 0.180
N 1.286 2.005 0.870
C 0.889 2.567 2.046
C -0.162 1.938 2.790
O -0.901 0.956 2.171
H 0.294 3.515 5.744
H 2.954 5.268 2.141
H 3.516 4.331 -0.096
H 2.520 2.162 -0.749
C 4.689 0.691 2.055
Si 3.576 -0.795 2.091
C 2.228 -0.641 3.379
C 4.510 -2.398 2.257
C 2.754 -0.807 0.320
Te 0.817 -1.491 0.453
C 1.167 -3.539 0.484
Si 2.145 -4.598 -0.828
C 0.916 -5.531 -1.861
C 3.236 -3.534 -1.913
C 3.177 -5.737 0.218
H 5.262 0.750 2.984
H 4.105 1.612 1.965
H 5.401 0.653 1.228
H 1.844 -1.609 3.717
H 1.384 -0.015 3.077
H 2.659 -0.160 4.263
H 5.189 -2.327 3.112
H 5.125 -2.596 1.376
H 3.871 -3.265 2.439
H 3.329 -1.393 -0.390
H 2.677 0.234 0.016
H 0.191 -3.986 0.689
H 1.741 -3.614 1.421
H 0.385 -4.897 -2.570
H 0.181 -6.061 -1.253
H 1.464 -6.283 -2.437
H 2.732 -2.660 -2.329
H 3.557 -4.143 -2.763
H 4.144 -3.209 -1.399
H 2.561 -6.334 0.895
H 3.904 -5.185 0.819
H 3.733 -6.433 -0.414
S -4.821 0.418 -4.979
C -3.467 1.016 -4.135
N -3.604 1.160 -2.850
C -4.889 0.800 -2.448
C -5.395 0.900 -1.149
C -6.690 0.490 -0.924
C -7.488 -0.004 -1.966
C -7.009 -0.079 -3.256
C -5.697 0.332 -3.486
H -2.550 1.256 -4.657
H -4.800 1.341 -0.357
H -7.113 0.571 0.069
H -8.503 -0.312 -1.756
H -7.634 -0.436 -4.064
```

Calculated values
- Spin multiplicity: 1
- Net charge: +2
- DFT total energy: -5000.25067 Ha
- LUMO: -5.9502 eV
- Max |F|: 0.6 eV Å⁻¹
- Energy above the lowest of the compared OMol25 structures with the same formula, charge and spin: 49.3 kcal per mole

***

Entry 4:
The following is a quantum chemistry calculation of an isolated molecule of C4H8N4 in a non-equilibrium geometry, from the OMol25 dataset.

The geometry in XYZ format:
```
16
Properties=species:S:1:pos:R:3
H -0.616 -3.078 2.510
N -0.333 -3.045 1.545
N -0.086 -1.796 1.360
C 0.108 -1.330 0.080
N 0.291 -2.199 -0.900
C 0.012 -0.025 -0.151
C -0.089 1.276 -0.207
C 1.102 2.152 -0.082
N -1.296 1.870 -0.654
H -0.239 -3.023 -0.598
H 0.206 -1.802 -1.811
H 2.049 1.660 0.124
H 1.054 2.996 0.666
H 1.417 2.785 -0.947
H -1.623 2.504 -0.013
H -1.956 1.056 -0.921
```

Calculated values
- Spin multiplicity: 1
- Net charge: 0
- DFT total energy: -376.10718 Ha
- LUMO (spin up / spin down): 0.0212 / 0.0208 eV
- SMILES: [H]/N=N/C(N)=C=C(C)N
- Max |F|: 4.3 eV Å⁻¹
- Energy above the lowest of the compared OMol25 structures with the same formula, charge and spin: 88.7 kcal per mole

***

Entry 5:
The following is a quantum chemistry calculation of an isolated molecule of C5H8N2, from the OMol25 dataset.

The geometry in XYZ format:
```
15
Properties=species:S:1:pos:R:3
H 0.916 1.654 2.054
N 0.830 1.730 1.037
C 0.839 0.575 0.509
C 0.947 -0.747 1.230
C 0.656 0.481 -0.996
C -0.652 -0.170 -1.260
N -1.233 -1.051 -1.938
C -2.041 -0.297 -0.883
H 0.086 -1.385 0.988
H 1.844 -1.289 0.909
H 0.985 -0.608 2.314
H 1.463 -0.086 -1.480
H 0.638 1.499 -1.399
H -2.323 -0.861 0.007
H -2.783 0.416 -1.239
```

Calculated values
- Spin multiplicity: 1
- Net charge: 0
- DFT total energy: -304.75365 Ha
- LUMO: 0.9316 eV
- SMILES: [H]/N=C(\C)CC1=NC1
- Max |F|: 0.6 eV Å⁻¹
- Energy above the lowest of the compared OMol25 structures with the same formula, charge and spin: 51.4 kcal per mole